9
Properties=species:S:1:pos:R:3:forces:R:3 method="wB97M-V/def2-TZVPD" e_homo_ev="-15.084 / -15.141" relative_energy_kcal_mol=104.7 orbital_gap_ev="8.16 / 8.32" total_charge=+1 e_lumo_ev="-6.93 / -6.82" spin_multiplicity=1
N 0.032666 -1.224292 1.441704 -0.72 -0.21 -3.33
N -0.494675 0.595266 0.560503 0.67 -2.53 0.57
N 0.265868 0.646510 -1.661049 1.41 -2.88 -0.64
N -0.016113 0.261773 -0.483624 0.27 -0.52 -0.56
H 0.644906 -1.086193 2.214780 -0.38 0.23 1.48
H -0.618680 -2.078430 1.290751 0.51 2.47 1.25
H -0.857926 1.496528 0.867390 -0.16 0.17 0.32
H 0.782234 -0.172400 -2.162323 -1.28 2.40 0.78
H 0.261720 1.561239 -2.068132 -0.33 0.86 0.12